The following is a quantum chemistry calculation of C16H38BrMnN2O4 as an isolated structure, from the Open Molecules 2025 dataset.

Output
Spin multiplicity: 6
Highest occupied orbital energy (spin up / spin down) (eV): -9.78 / -9.78
Total charge: +1
Energy (eV): -129733.3843
Orbital gap (spin up / spin down) (eV): 6.09 / 5.40

Each line ends with the Löwdin charge.
Geometry (Å):
Mn: -18.136407 -18.374001 -2.338321  0.798
Br: -17.663737 -19.390581 -0.135034  0.289
C: -18.024858 -21.893471 -2.651924  -0.056
O: -18.355035 -20.569231 -3.118349  -0.314
C: -18.612979 -20.566247 -4.521157  -0.192
C: -18.429138 -19.158412 -5.149900  -0.137
N: -18.945470 -18.082108 -4.300877  -0.162
C: -20.400935 -17.993320 -4.081806  -0.166
C: -20.807359 -17.117266 -2.918882  -0.162
O: -20.049911 -17.608632 -1.781641  -0.324
C: -20.453450 -16.752142 -0.670645  -0.059
H: -18.113279 -21.890519 -1.570051  0.058
H: -16.965356 -22.060779 -2.861743  0.107
H: -18.591356 -22.679352 -3.145949  0.105
H: -19.551683 -21.042368 -4.813378  0.134
H: -17.856701 -21.173166 -5.028725  0.133
H: -19.052806 -19.027323 -6.041170  0.140
H: -17.357817 -19.001599 -5.253586  0.133
H: -18.748246 -17.189372 -4.745950  0.141
H: -20.874469 -18.977161 -4.064563  0.140
H: -20.804014 -17.591474 -5.022525  0.143
H: -21.873370 -17.262367 -2.743560  0.147
H: -20.588208 -16.065295 -3.109112  0.139
H: -20.454239 -15.660604 -0.707476  0.110
H: -19.746140 -17.070656 0.097009  0.073
H: -21.475070 -17.026608 -0.404740  0.090
C: -22.010402 -21.703496 1.487835  -0.011
C: -21.866465 -20.349798 2.271775  -0.501
C: -23.120256 -20.134085 3.106398  -0.141
C: -23.106241 -20.749514 4.518050  -0.155
C: -21.797552 -20.354616 5.231148  -0.133
C: -20.520369 -20.679932 4.435956  -0.489
N: -20.609799 -20.241755 3.043665  -0.109
O: -19.507707 -20.630227 2.270540  -0.066
C: -19.290768 -19.960407 5.095214  -0.013
C: -20.259523 -22.211203 4.535769  -0.023
C: -21.809795 -19.274855 1.209825  -0.076
H: -21.294367 -21.683299 0.669851  0.068
H: -22.990647 -21.654384 1.006675  0.079
H: -22.038675 -22.529279 2.193357  0.075
H: -23.253148 -19.051749 3.209223  0.119
H: -24.068725 -20.455447 2.670517  0.120
H: -23.256046 -21.823992 4.583650  0.109
H: -23.912360 -20.216763 5.024532  0.110
H: -21.726059 -21.026449 6.090475  0.116
H: -21.717727 -19.347296 5.638812  0.117
H: -19.557372 -19.559629 6.074673  0.075
H: -18.432164 -20.613316 5.240301  0.078
H: -19.015482 -19.119174 4.460446  0.077
H: -19.360090 -22.506164 3.997736  0.063
H: -20.052379 -22.410775 5.587912  0.088
H: -21.135218 -22.739356 4.162072  0.067
H: -21.045432 -19.469607 0.445338  0.058
H: -21.479406 -18.317066 1.625690  0.086
H: -22.716469 -19.106170 0.623309  0.093
H: -19.222586 -19.833450 1.805832  -0.015
C: -16.880359 -22.773146 2.088408  -0.180
O: -16.027418 -21.682050 1.850185  -0.134
H: -16.821281 -23.458454 1.225940  0.072
H: -16.569927 -23.386446 2.932641  0.082
H: -17.950706 -22.572735 2.168875  0.049
H: -16.455225 -21.063824 1.248109  -0.063

Atomic forces in eV per Å
0.0 -1.3 1.3
0.1 0.7 -0.7
1.1 0.2 0.4
-0.7 0.6 -0.9
0.6 0.1 -1.0
-1.2 -0.5 0.5
0.5 1.2 1.8
-1.0 -0.4 -1.9
0.7 -1.3 -0.5
-1.2 2.6 -0.7
0.4 -1.4 1.8
-0.4 -0.1 -0.1
0.0 -0.1 -0.1
-0.4 0.2 0.1
-0.3 0.2 0.6
0.1 -0.1 0.1
0.9 -0.8 -0.6
-0.1 0.3 -0.5
0.6 -0.1 0.0
0.4 -0.2 0.6
-0.3 0.2 0.3
0.0 0.2 0.1
0.0 0.0 0.2
0.6 -0.1 -1.2
-0.4 0.2 0.3
0.1 -0.2 0.1
-0.7 1.3 0.4
-0.1 -1.5 -1.1
-0.2 0.2 1.2
0.8 1.9 0.0
0.3 -1.1 0.0
1.4 -0.9 0.1
-1.6 1.5 0.4
0.1 -0.5 0.0
-0.7 0.1 -0.3
0.0 0.8 0.1
0.8 1.1 -0.9
0.4 -0.8 0.4
-0.1 -0.1 0.0
0.5 -0.3 -0.4
0.1 0.0 0.3
0.4 -0.2 -0.8
-0.1 0.0 -0.3
-0.2 -0.5 0.3
0.1 0.3 0.3
-0.5 0.2 -0.4
0.0 -0.1 0.0
0.0 0.0 -0.2
0.2 0.0 0.1
-0.1 0.1 -0.3
-0.3 -0.4 0.0
0.1 -0.4 0.2
0.1 -0.4 0.1
-0.4 0.0 0.3
-0.3 -0.2 0.4
0.0 0.0 0.3
-0.4 -1.3 -1.2
0.1 0.4 0.5
0.1 -0.1 0.1
0.3 0.5 0.2
0.1 0.6 0.3
0.0 -0.2 0.1

=====

The following is a quantum chemistry calculation of C16H38CdF3O6 as an isolated structure, from the Open Molecules 2025 dataset.

Output
Spin multiplicity: 1
Highest occupied orbital energy (eV): -11.77
Total charge: +1
Energy (eV): -42205.1825
Orbital gap (eV): 8.42

Each line ends with the Löwdin charge.
Geometry (Å):
Cd: 0.830568 -0.035245 -0.915770  1.450
C: -1.324015 0.830599 1.375754  -0.478
O: -2.010538 -0.426109 1.196271  -0.135
O: -0.431491 0.940374 0.424787  -0.250
C: -2.248587 2.037911 1.338029  -0.588
F: -2.987231 2.086055 0.220766  0.151
F: -3.085368 2.084357 2.385413  0.145
F: -1.514396 3.146702 1.382010  0.158
C: -3.050384 -0.811384 2.098404  -0.231
C: -3.520235 -2.199196 1.683380  -0.051
H: -3.944927 -2.136773 0.677865  0.082
H: -2.680775 -2.894022 1.664330  0.043
H: -4.320392 -2.546377 2.332389  0.087
H: -3.892255 -0.117944 2.067489  0.118
H: -2.686274 -0.802529 3.135674  0.130
H: -0.876023 0.834616 2.401722  0.158
C: -2.373965 0.019115 -2.349373  -0.041
C: -1.405866 0.298842 -3.466448  -0.429
C: -1.649549 1.615179 -4.153321  -0.041
O: -0.042290 0.318257 -2.900664  -0.158
H: -2.193601 -0.970018 -1.937148  0.062
H: -3.384243 0.034544 -2.759206  0.101
H: -2.314475 0.771786 -1.562765  0.072
H: -1.468327 -0.522952 -4.183903  0.144
H: -1.334604 2.446984 -3.523125  0.092
H: -2.712136 1.745991 -4.358334  0.094
H: -1.133978 1.667106 -5.116957  0.087
H: 0.523490 0.568258 -3.640371  0.096
C: 3.677217 3.063529 0.196685  -0.031
C: 2.343315 3.107553 -0.533350  -0.424
C: 2.213931 4.236932 -1.517311  -0.043
O: 2.110981 1.834279 -1.246468  -0.165
H: 3.614474 3.665085 1.107084  0.096
H: 4.464888 3.524220 -0.404974  0.085
H: 3.982933 2.060096 0.479113  0.058
H: 1.499116 3.138483 0.155360  0.135
H: 1.385578 4.034333 -2.201282  0.085
H: 3.103100 4.336425 -2.153361  0.091
H: 2.036136 5.194204 -1.033635  0.098
H: 2.619511 1.852714 -2.065758  0.095
C: -0.071170 -3.749210 0.935886  -0.026
C: -0.266570 -3.296786 -0.500973  -0.433
C: -1.467605 -3.921436 -1.155210  -0.042
O: -0.431272 -1.844948 -0.546863  -0.184
H: 0.599924 -3.073635 1.471464  0.060
H: 0.301105 -4.767749 1.000518  0.094
H: -1.021200 -3.690686 1.481164  0.068
H: 0.625616 -3.485170 -1.099323  0.137
H: -1.461744 -3.741446 -2.234511  0.086
H: -2.385166 -3.460583 -0.779298  0.075
H: -1.524750 -4.996460 -0.993151  0.093
H: -1.045240 -1.565235 0.166999  0.056
C: 1.511506 -0.860341 2.983735  -0.035
C: 2.495781 -0.135969 2.084160  -0.444
C: 3.936962 -0.400673 2.460179  -0.040
O: 2.266357 -0.579920 0.710632  -0.156
H: 1.477915 -0.390132 3.960530  0.097
H: 1.814268 -1.909432 3.075749  0.087
H: 0.525044 -0.899035 2.515125  0.061
H: 2.296981 0.937738 2.092165  0.134
H: 4.158256 -1.465767 2.400142  0.096
H: 4.104953 -0.042456 3.476088  0.100
H: 4.623725 0.176468 1.833932  0.078
H: 3.117013 -0.869119 0.361859  0.092

Atomic forces in eV per Å
-0.7 0.3 0.7
0.4 -0.8 0.8
-0.4 0.1 0.0
0.7 0.7 -0.5
-0.4 0.0 -0.1
-0.2 0.0 -0.1
-0.2 0.0 0.2
0.2 0.4 0.0
-0.2 -0.2 0.3
0.0 0.6 -0.3
0.1 -0.1 0.0
-0.3 -0.1 0.2
0.1 -0.1 0.2
0.1 0.1 -0.2
0.1 0.0 -0.1
-0.3 -0.1 -0.1
-0.1 0.0 0.0
-0.4 -0.1 0.3
0.0 0.3 -0.3
0.0 -0.1 -1.0
0.0 0.0 0.1
0.0 0.0 0.0
0.1 -0.1 0.0
0.3 0.0 0.0
0.0 0.0 0.1
0.0 -0.1 0.0
0.1 0.1 0.1
0.1 0.0 0.1
0.0 0.6 0.1
-0.3 -0.5 0.2
0.0 0.0 -0.8
0.5 0.1 -0.4
0.0 -0.1 0.0
0.0 -0.2 -0.1
-0.1 -0.1 0.0
0.1 -0.1 0.1
-0.1 0.1 0.2
0.0 0.0 0.2
0.0 0.0 0.1
0.1 0.1 0.0
-0.2 0.5 0.3
0.1 0.4 0.2
-0.5 0.0 -0.6
0.2 -0.8 0.1
0.2 -0.2 -0.2
0.0 -0.1 -0.1
0.2 -0.2 -0.2
0.1 -0.1 0.1
0.1 -0.1 0.1
0.1 -0.1 0.2
0.1 0.0 0.1
-0.1 0.3 0.0
0.1 -0.5 -0.6
-0.3 0.2 0.2
-0.1 0.5 0.0
0.8 -0.5 -0.1
-0.1 0.0 0.1
0.1 0.1 0.2
0.0 0.4 0.2
-0.1 0.0 0.0
0.1 0.0 0.1
0.0 -0.2 0.1
0.0 -0.2 -0.1
0.0 0.0 0.1

=====

The following is a quantum chemistry calculation of C16H39As3O2SSn as an isolated structure, from the Open Molecules 2025 dataset.

Output
Spin multiplicity: 1
Highest occupied orbital energy (spin up / spin down) (eV): -19.27 / -17.99
Total charge: +4
Energy (eV): -220460.3582
Orbital gap (spin up / spin down) (eV): 6.57 / 5.30

Each line ends with the Löwdin charge.
Geometry (Å):
Sn: -0.278657 0.748184 -1.939683  1.544
C: -0.992743 -0.640430 2.504623  -0.275
As: -0.423713 -2.389375 1.837625  1.103
C: -2.073644 -3.148774 1.148606  -0.290
C: -0.254515 -3.227080 3.629966  -0.327
C: 0.643880 -4.456310 3.856814  -0.675
C: 0.904976 -4.567756 5.369561  -0.076
C: 2.018353 -4.265170 3.192421  -0.322
As: 2.002615 -3.964398 1.261080  1.148
C: 2.874193 -5.494315 0.429770  -0.245
C: 3.287892 -2.539278 1.036437  -0.279
C: -0.030476 -5.751405 3.312674  -0.282
As: -0.805849 -6.980776 4.636879  1.377
C: -2.490585 -6.365494 5.331472  -0.222
C: -1.020665 -8.721803 3.849994  -0.221
H: -1.792810 -0.798147 3.228447  0.054
H: -1.370827 -0.015547 1.697500  0.013
H: -0.154215 -0.143553 2.987961  0.041
H: -2.844017 -3.089920 1.917202  0.048
H: -1.921485 -4.183494 0.847662  0.025
H: -2.409502 -2.586697 0.278961  0.025
H: -1.276909 -3.445105 3.952950  0.091
H: 0.100153 -2.408765 4.261014  0.090
H: 1.505301 -3.729785 5.724139  0.107
H: 1.455834 -5.480219 5.611637  0.093
H: -0.026652 -4.552408 5.941056  0.081
H: 2.651611 -5.132976 3.390081  0.104
H: 2.519754 -3.390771 3.613062  0.097
H: 3.781411 -5.688614 1.004437  0.058
H: 3.135440 -5.239596 -0.594761  0.043
H: 2.228768 -6.368850 0.435016  0.034
H: 4.249791 -2.879121 1.422415  0.059
H: 2.969254 -1.656293 1.586239  0.029
H: 3.402590 -2.305648 -0.020160  0.035
H: 0.685688 -6.384695 2.784508  0.073
H: -0.851750 -5.540797 2.619974  0.074
H: -2.368627 -5.431083 5.873431  0.040
H: -2.881069 -7.130263 6.001552  0.060
H: -3.169417 -6.239749 4.484913  0.059
H: -0.165893 -8.954729 3.219944  0.048
H: -1.947375 -8.715380 3.272164  0.063
H: -1.100762 -9.456580 4.650441  0.060
C: 0.898093 3.604498 -3.156606  -0.003
O: -0.270734 2.844892 -2.638227  -0.350
H: 1.119390 4.409824 -2.463145  0.114
H: 0.650422 3.980210 -4.144473  0.110
H: 1.731046 2.907873 -3.209353  0.094
H: -1.040744 3.433543 -2.591808  0.131
O: -0.588434 0.034402 -3.768977  -0.836
S: -0.764875 -0.594265 -5.230846  1.138
C: -2.478964 -0.267415 -5.702870  -0.282
C: -2.358602 0.125887 -7.174279  -0.200
C: -1.231928 1.156172 -7.247109  -0.189
C: -0.069232 0.616663 -6.403211  -0.263
H: -2.820143 0.565328 -5.084247  0.112
H: -3.072338 -1.157850 -5.506228  0.111
H: -3.311974 0.522696 -7.520706  0.144
H: -2.132792 -0.747981 -7.789129  0.136
H: -1.567439 2.119059 -6.861713  0.126
H: -0.898544 1.310107 -8.271543  0.139
H: 0.461165 1.361302 -5.810139  0.095
H: 0.663615 0.056772 -6.984786  0.112

Atomic forces in eV per Å
-0.1 0.2 -0.3
0.0 0.0 -0.1
0.2 -0.4 0.5
0.0 0.0 0.0
-0.1 0.0 0.0
0.0 0.0 0.0
0.0 0.0 0.0
-0.1 0.0 -0.1
0.1 0.1 0.0
-0.1 0.0 0.0
0.0 0.0 0.0
0.0 0.0 0.1
-0.1 0.0 -0.1
0.0 0.0 0.0
0.0 0.0 0.0
0.0 0.0 0.0
0.0 0.0 0.0
0.0 0.0 0.0
0.0 0.0 0.0
0.0 0.0 0.0
0.0 0.0 0.0
0.0 0.0 0.0
0.0 0.0 0.0
0.0 0.0 0.0
0.0 0.0 0.0
0.0 0.0 0.0
0.0 0.0 0.0
0.0 0.0 0.1
0.0 0.0 0.0
0.0 0.0 0.0
0.0 0.0 0.0
0.0 0.0 0.0
0.0 0.0 0.0
0.0 0.0 0.0
0.0 0.0 0.0
0.0 0.0 0.0
0.0 0.0 0.0
0.0 0.0 0.0
0.0 0.0 0.0
0.0 0.0 0.0
0.0 0.0 0.0
0.0 0.0 0.0
0.0 0.0 0.0
0.0 0.0 -0.1
0.0 0.0 0.0
0.0 0.0 0.0
0.0 0.0 0.0
0.0 0.0 0.1
-0.1 0.2 -0.1
0.1 -0.1 0.0
0.0 0.0 0.0
0.0 0.0 0.0
0.0 0.0 0.0
0.0 0.0 0.0
0.0 0.0 0.0
0.0 0.0 0.0
0.0 0.0 0.0
0.0 0.0 0.0
0.0 0.0 0.0
0.0 0.0 0.0
0.0 0.0 0.0
0.0 0.0 0.0

=====

The following is a quantum chemistry calculation of a 3-piece molecular cluster, C16H39BFO6P overall, from the Open Molecules 2025 dataset.

Output
Spin multiplicity: 1
SMILES string: COCCOCCOC.COCCOCCOC.CP(C)BCCF
Highest occupied orbital energy (eV): -7.89
Energy (eV): -42187.1710
Orbital gap (eV): 7.89

Each line ends with the Löwdin charge.
Geometry (Å):
C: 1.590972 1.556816 -3.644545  -0.115
O: 2.437222 2.577246 -3.168472  -0.194
C: 1.839114 3.390032 -2.175059  -0.204
C: 2.844095 3.841130 -1.140956  -0.183
O: 3.258910 2.828132 -0.240025  -0.133
C: 4.146185 1.826372 -0.711360  -0.183
C: 5.553782 2.306501 -0.978448  -0.204
O: 5.629826 3.051614 -2.179104  -0.196
C: 6.643177 4.030046 -2.166228  -0.113
H: 0.750819 1.964771 -4.218221  0.088
H: 2.184870 0.918321 -4.295709  0.088
H: 1.198071 0.949731 -2.820358  0.086
H: 1.026854 2.850942 -1.673472  0.123
H: 1.416965 4.283412 -2.655144  0.129
H: 2.340468 4.579928 -0.512715  0.128
H: 3.696013 4.334168 -1.612429  0.121
H: 3.738400 1.307383 -1.581236  0.122
H: 4.207034 1.105593 0.107413  0.116
H: 6.207927 1.427472 -1.063849  0.129
H: 5.892800 2.909334 -0.127594  0.127
H: 6.561146 4.675642 -1.284193  0.087
H: 6.518641 4.640237 -3.058699  0.088
H: 7.640726 3.576136 -2.183550  0.088
C: -6.693460 -2.220208 -0.565511  -0.113
O: -5.398134 -2.487460 -1.052500  -0.195
C: -4.438169 -1.522191 -0.664160  -0.206
C: -3.084801 -2.149782 -0.424419  -0.188
O: -2.989410 -2.906317 0.769875  -0.128
C: -3.605250 -4.182144 0.811182  -0.185
C: -2.891052 -5.250591 0.017299  -0.206
O: -3.111170 -5.096069 -1.372535  -0.196
C: -2.044419 -5.565367 -2.163390  -0.114
H: -7.124312 -1.329028 -1.035822  0.088
H: -7.315178 -3.080599 -0.805218  0.088
H: -6.688301 -2.082055 0.521709  0.088
H: -4.759146 -1.001988 0.245834  0.123
H: -4.335691 -0.781916 -1.469707  0.129
H: -2.374112 -1.330066 -0.287688  0.123
H: -2.759050 -2.725843 -1.293010  0.122
H: -4.658768 -4.130290 0.529105  0.121
H: -3.553644 -4.478393 1.861258  0.128
H: -3.274195 -6.230640 0.333899  0.129
H: -1.819081 -5.208740 0.244549  0.126
H: -1.091182 -5.127388 -1.845344  0.087
H: -2.242222 -5.263934 -3.190271  0.088
H: -1.964638 -6.657893 -2.124022  0.088
C: 0.634447 -0.951361 3.310724  -0.324
P: 1.369795 0.535482 4.139491  0.836
C: 2.661664 1.145750 2.968241  -0.327
B: -0.078122 1.828498 3.999017  -0.279
C: -1.031479 1.858212 2.750928  -0.195
C: -2.407247 1.227500 3.006726  -0.225
F: -3.362096 2.221408 3.170018  -0.058
H: 0.852424 -1.831779 3.908123  0.019
H: -0.449919 -0.844087 3.269920  0.015
H: 1.005986 -1.122674 2.301785  0.032
H: 2.543192 2.202223 2.734658  0.030
H: 2.673812 0.598114 2.027549  0.022
H: 3.638973 1.021057 3.429078  0.020
H: -0.224972 2.550034 4.936453  0.028
H: -1.222223 2.884071 2.433670  0.104
H: -0.555960 1.320303 1.929945  0.087
H: -2.714186 0.646152 2.139106  0.108
H: -2.442722 0.589040 3.887406  0.112

Atomic forces in eV per Å
0.0 0.1 -0.1
0.1 -0.2 0.2
0.0 0.1 -0.2
0.0 0.1 0.0
0.0 0.0 0.1
0.0 -0.1 0.0
0.1 -0.1 -0.2
-0.2 0.2 0.1
0.0 -0.1 -0.1
0.0 0.0 0.0
0.0 0.0 0.0
0.0 0.0 0.0
0.0 0.0 0.0
-0.1 0.0 0.1
0.0 0.0 0.0
0.0 -0.1 -0.1
0.1 0.1 -0.1
0.0 0.0 0.0
0.0 0.0 0.1
0.0 0.0 0.0
0.0 0.0 0.0
0.0 0.0 0.0
0.0 0.0 0.0
0.0 0.0 -0.1
0.0 -0.1 0.2
-0.1 0.0 -0.2
0.1 0.1 0.0
0.0 0.1 0.1
-0.1 -0.1 0.1
-0.1 -0.1 -0.1
0.1 0.2 0.0
-0.1 -0.1 0.0
0.0 0.0 0.0
0.0 0.0 0.0
0.0 0.0 0.0
0.0 0.0 0.0
0.0 0.1 0.1
0.0 0.0 0.0
-0.1 -0.1 0.0
0.0 0.0 -0.1
0.0 0.0 0.0
0.1 0.0 0.1
0.0 0.0 0.0
0.0 0.0 0.0
0.0 0.0 0.0
0.1 0.0 0.0
-0.1 0.2 -0.1
0.0 -0.3 0.9
0.2 0.3 -0.1
0.2 0.0 -0.4
0.1 -0.3 0.3
0.1 0.1 -0.3
-0.1 0.1 0.2
0.0 -0.1 0.0
-0.1 -0.1 -0.1
0.0 0.1 -0.1
0.0 0.0 -0.1
-0.2 0.0 -0.1
0.0 0.0 0.0
-0.1 0.2 -0.1
0.0 0.1 -0.1
-0.1 0.1 -0.2
0.0 -0.1 0.0
0.0 0.0 0.1